C15H32Br6O11S3 | ωB97M-V/def2-TZVPD

XYZ file:
```
67
Properties=species:S:1:pos:R:3:mulliken_charge:R:1
O -1.137 -1.918 -0.991 -0.5612
C -1.056 -1.031 -1.795 0.1180
O -1.839 -0.968 -2.877 -0.3800
C -1.470 0.144 -3.707 -0.4789
C -0.658 1.085 -2.830 0.0445
C -0.065 0.101 -1.818 0.8327
H -2.380 0.595 -4.104 0.2809
H -0.903 -0.174 -4.586 0.1472
H -1.257 1.870 -2.367 -0.0028
H 0.099 1.583 -3.436 0.3288
H 0.138 0.530 -0.841 -0.5067
H 0.888 -0.294 -2.186 0.1411
O -0.112 -6.029 0.238 -0.6648
S -0.218 -5.322 1.462 1.3283
O -0.283 -6.035 2.702 -0.6679
O 1.045 -4.351 1.510 -0.3600
C 1.220 -3.563 2.705 0.2272
C 2.033 -4.290 3.770 -1.1713
C -1.621 -4.194 1.375 -0.5106
H 0.271 -3.155 3.056 -0.1468
H 1.808 -2.720 2.342 0.3119
H 1.600 -4.183 4.761 0.3290
H 3.079 -4.023 3.678 0.3341
H 1.956 -5.360 3.562 0.3417
H -2.184 -4.385 2.282 0.3937
H -2.078 -4.431 0.423 0.4567
H -1.237 -3.176 1.375 -0.2363
O 0.314 0.779 3.507 -0.5908
S -1.085 0.519 3.424 1.1557
O -2.057 1.555 3.474 -0.6738
O -1.231 -0.262 2.042 0.1176
C -2.541 -0.479 1.453 -0.3626
C -3.035 0.713 0.671 -0.9312
C -1.485 -0.789 4.511 -0.8072
H -3.250 -0.870 2.185 0.4590
H -2.345 -1.284 0.742 0.1445
H -2.310 0.922 -0.124 -0.0749
H -3.043 1.623 1.270 0.3573
H -4.010 0.523 0.232 0.4307
H -1.385 -0.483 5.547 0.4259
H -0.908 -1.646 4.191 0.0638
H -2.552 -0.971 4.358 0.3545
O 1.849 4.664 0.456 -0.6729
S 1.119 3.762 -0.371 1.2005
O 1.084 3.946 -1.777 -0.6352
O 1.627 2.285 -0.166 0.1199
C 2.170 1.933 1.172 -0.2300
C 3.582 2.403 1.379 -1.3910
C -0.553 3.644 0.187 -0.6100
H 2.057 0.854 1.182 0.3155
H 1.524 2.414 1.902 0.4038
H 3.993 1.855 2.230 0.4272
H 3.590 3.453 1.663 0.3277
H 4.227 2.265 0.514 0.2236
H -1.018 2.916 -0.466 -0.1854
H -0.928 4.659 0.086 0.4833
H -0.570 3.339 1.231 0.2840
C -1.339 3.726 -6.130 -0.3282
Br -2.592 3.286 -4.748 -0.0505
Br -2.224 4.285 -7.737 -0.0380
Br -0.106 2.291 -6.455 0.0019
H -0.751 4.560 -5.779 0.4061
C 3.814 0.349 -3.985 -0.4485
Br 4.793 -1.252 -3.601 -0.0297
Br 3.252 1.272 -2.397 0.0329
Br 2.259 -0.102 -5.037 -0.0428
H 4.428 1.038 -4.542 0.4383
```

## Properties
- Frontier orbital gap: 10.04 eV
- LUMO: -0.251 eV
- Net charge: 0

C4H15NO3 | ωB97M-V/def2-TZVPD

XYZ file:
```
23
Properties=species:S:1:pos:R:3:mulliken_charge:R:1
C 0.299 1.318 0.336 -0.1237
N -0.935 0.768 -0.163 -0.3319
C 0.214 -1.188 -1.960 -0.4258
O 0.594 -1.756 -0.772 -0.4024
C 0.346 1.177 1.880 -0.7202
C 0.938 -0.168 2.303 -0.8749
H 0.314 2.368 0.034 0.3525
H 1.169 0.820 -0.103 0.2793
H -1.184 -0.144 0.245 0.2949
H 0.766 -1.523 -2.843 0.3486
H 0.584 -0.129 -1.786 0.1370
H -0.834 -1.075 -2.227 0.3068
H 0.895 1.998 2.312 0.3661
H -0.690 1.232 2.192 0.3205
H 0.857 -0.429 3.362 0.3707
H 1.984 -0.277 2.001 0.2802
H 0.231 -0.924 1.908 0.1898
H -1.940 -2.708 0.341 0.2023
H -0.372 -1.849 -0.253 0.4239
O -1.374 -1.962 0.539 -0.8318
H -0.463 1.991 -3.518 0.2246
H -1.010 0.861 -1.176 0.2681
O -0.387 1.597 -2.652 -0.6545
```

## Properties
- Frontier orbital gap: 4.66 eV
- LUMO: -4.953 eV
- Net charge: 0

What did we get for highest occupied orbital energy? Answer: -10.29, -9.61 eV, in the order shown.
What did we get for energy relative to the best compared isomer or geometry (same formula, charge and spin)? Answer: 0.0, 858.8 kJ/mol, in the order shown.